(1)
Molecular formula: C40H108O22
Method: DFT, ωB97M-V/def2-TZVPD

```
170
Properties=species:S:1:pos:R:3:forces:R:3:mulliken_charge:R:1
C 1.724 -0.267 9.024 1.224 0.222 0.503 -1.477
C 0.943 0.516 8.034 -0.922 -0.379 -0.407 0.360
O 1.652 0.788 6.846 -0.278 -0.264 0.533 -0.419
C 0.832 1.433 5.877 0.845 -0.365 0.006 0.262
C 1.702 1.561 4.655 -0.123 0.955 -0.958 -0.748
H 2.476 0.411 9.431 0.250 -0.326 0.265 0.344
H 1.083 -0.611 9.839 0.018 0.071 -0.062 0.385
H 2.233 -1.127 8.585 -0.111 0.027 -0.068 0.330
H 0.070 -0.122 7.822 -0.286 0.480 -0.369 -0.017
H 0.620 1.450 8.509 -0.221 0.027 -0.144 0.223
H -0.057 0.827 5.648 0.004 0.088 0.175 0.080
H 0.515 2.416 6.251 -0.060 -0.113 -0.128 0.129
H 2.602 2.151 4.832 0.037 -0.111 0.360 0.473
H 1.174 2.134 3.884 -0.132 -0.195 0.043 -0.077
H 2.018 0.623 4.199 -0.169 -0.172 0.281 0.105
C 0.749 6.762 -0.220 -0.270 -1.114 0.255 -1.487
C 0.483 5.349 0.335 -0.038 -0.457 -0.845 0.721
O 1.656 4.580 0.511 0.853 0.720 0.714 -0.437
C 1.490 3.282 1.083 0.651 0.549 -0.575 1.793
C 2.930 2.748 1.389 -0.706 0.152 0.138 -0.510
H 1.329 6.661 -1.137 0.156 0.155 0.089 0.303
H -0.240 7.136 -0.502 0.183 0.274 0.109 0.387
H 1.234 7.424 0.494 0.031 0.027 -0.039 0.383
H -0.123 5.366 1.254 0.098 0.040 -0.110 0.108
H -0.050 4.828 -0.474 -0.596 0.124 0.284 -0.309
H 0.819 3.329 1.951 0.346 0.050 0.262 -0.508
H 0.928 2.709 0.329 0.433 -0.539 0.178 -0.552
H 3.510 3.365 2.087 -0.599 0.299 -0.062 0.575
H 3.542 2.722 0.486 -0.301 -0.176 -0.115 -0.458
H 2.916 1.759 1.847 -0.215 -0.154 -0.291 0.016
C -4.464 0.858 4.387 -0.030 -0.425 -0.310 -0.372
C -4.278 0.431 5.809 -0.720 -1.171 -0.671 -0.615
O -3.383 1.285 6.400 0.253 0.466 1.775 -0.235
C -2.998 0.815 7.705 0.646 0.173 -0.475 -0.364
C -2.367 2.009 8.372 0.003 0.042 0.157 -0.962
H -4.765 1.897 4.261 -0.072 0.008 0.255 0.351
H -3.512 0.685 3.888 -0.088 0.150 -0.301 -0.273
H -5.205 0.198 3.945 -0.016 0.116 -0.285 0.301
H -5.238 0.361 6.342 0.078 0.326 0.168 0.225
H -3.853 -0.587 5.838 -0.155 -0.014 -0.195 0.386
H -3.808 0.355 8.291 -0.270 0.511 -0.379 0.396
H -2.279 0.003 7.547 0.124 0.023 0.094 0.252
H -1.470 2.300 7.821 0.012 -0.040 0.144 -0.018
H -2.118 1.804 9.414 0.075 0.075 -0.077 0.411
H -3.061 2.850 8.316 -0.019 -0.049 0.188 0.368
C -2.167 -4.477 -5.913 1.293 0.506 0.199 -1.114
C -2.136 -2.987 -6.275 -1.096 -0.097 0.802 -0.172
O -1.057 -2.364 -5.605 0.515 -1.053 -0.169 -0.124
C -0.779 -1.099 -6.118 -0.695 0.761 -0.139 -0.158
C 0.397 -0.562 -5.391 0.790 0.726 0.129 -0.797
H -2.876 -5.027 -6.527 0.109 -0.122 0.057 0.434
H -1.132 -4.826 -6.021 -0.215 -0.325 -0.746 0.214
H -2.286 -4.705 -4.847 -0.753 0.521 -0.134 0.214
H -2.093 -2.785 -7.357 0.269 -0.396 0.150 0.416
H -3.032 -2.469 -5.908 -0.227 -0.167 -0.186 0.091
H -0.601 -1.114 -7.206 0.049 -0.262 0.131 0.475
H -1.668 -0.469 -5.962 0.075 0.098 -0.032 0.098
H 0.626 0.442 -5.742 -0.013 0.177 -0.051 0.550
H 1.294 -1.148 -5.587 0.049 -0.163 0.112 0.167
H 0.235 -0.487 -4.315 -0.098 -0.173 -0.024 -0.286
C 1.787 -0.248 -1.912 -0.800 -0.742 -0.419 -0.188
C 0.427 -0.746 -1.350 1.363 0.133 0.199 0.370
O 0.266 -0.012 -0.140 -0.992 -0.019 -0.350 1.005
C -0.999 -0.281 0.459 0.180 0.251 0.321 -0.305
C -1.228 0.724 1.548 -0.959 -0.184 0.691 -0.477
H 2.616 -0.543 -1.272 -0.115 0.160 0.175 -0.336
H 2.010 -0.671 -2.894 -0.119 -0.056 -0.001 0.394
H 1.760 0.836 -2.019 -0.012 0.008 0.147 -0.459
H -0.422 -0.580 -2.029 0.177 0.064 0.046 -0.658
H 0.430 -1.804 -1.042 0.125 -0.043 -0.558 0.152
H -1.821 -0.204 -0.262 0.220 0.067 -0.317 -0.178
H -1.021 -1.300 0.866 0.105 0.014 -0.122 0.100
H -2.233 0.520 1.935 -0.043 0.115 0.072 0.033
H -1.240 1.759 1.206 0.269 -0.064 -0.104 -0.086
H -0.577 0.595 2.411 0.345 0.150 -0.151 0.142
C -5.600 0.305 -6.121 -0.382 -0.975 0.211 -1.330
C -4.858 0.486 -4.817 0.167 0.689 -0.259 -0.119
O -4.144 -0.690 -4.472 -0.276 0.281 -0.244 -0.309
C -3.369 -0.586 -3.292 -0.596 -0.125 0.305 0.397
C -3.169 -1.969 -2.713 0.460 -0.564 0.203 -0.418
H -6.135 1.219 -6.373 0.252 0.100 -0.238 0.397
H -4.926 -0.043 -6.904 0.073 0.448 -0.120 0.283
H -6.358 -0.481 -6.054 -0.005 0.023 0.218 0.315
H -4.198 1.351 -4.968 0.435 -0.187 0.200 0.184
H -5.544 0.823 -4.027 -0.001 -0.439 0.175 0.365
H -2.451 -0.004 -3.460 0.005 -0.301 -0.100 -0.297
H -3.930 -0.042 -2.521 -0.023 0.274 -0.183 0.442
H -2.593 -2.697 -3.292 0.187 0.476 -0.340 -0.441
H -4.118 -2.484 -2.539 -0.109 0.384 0.126 0.515
H -2.646 -1.856 -1.758 -0.097 -0.135 0.053 -0.052
C 5.591 -1.109 -0.436 -0.728 0.082 -0.958 0.358
C 6.824 -1.706 -1.076 0.499 0.001 -0.124 -0.521
O 7.432 -0.767 -2.005 -0.322 -0.547 0.752 -0.561
O 4.894 -2.110 0.293 0.030 0.407 0.206 -0.656
H 4.923 -0.800 -1.247 0.192 0.250 -0.192 -0.230
H 5.808 -0.196 0.134 0.199 -0.342 0.258 0.318
H 6.572 -2.615 -1.630 -0.235 0.007 0.165 0.225
H 7.569 -1.960 -0.323 -0.020 -0.090 0.184 0.337
H 8.202 -1.228 -2.346 0.100 0.268 -0.217 0.296
H 4.002 -1.727 0.432 0.320 -0.191 0.129 0.316
C 0.361 -4.436 -3.129 0.338 -0.915 0.726 0.257
C 1.352 -4.977 -2.061 0.247 1.028 -0.140 -0.368
O 2.239 -5.961 -2.512 0.110 -0.113 -0.725 -0.685
O 1.066 -3.765 -4.166 -0.393 0.708 -0.252 -0.079
H -0.347 -3.738 -2.667 -0.008 -0.188 0.124 -0.026
H -0.168 -5.271 -3.598 -0.215 -0.086 0.277 0.167
H 0.905 -5.398 -1.157 -0.595 0.156 -0.318 0.478
H 1.921 -4.094 -1.709 -0.057 0.007 -0.065 -0.107
H 2.611 -5.698 -3.379 -0.163 -0.191 0.212 0.361
H 0.378 -3.231 -4.626 0.486 -0.288 -0.031 0.106
C -3.051 4.901 4.523 0.103 -0.579 -0.319 -0.750
C -2.359 3.682 3.890 -0.480 0.119 -0.638 0.569
O -1.648 2.917 4.836 -0.501 -0.243 0.516 0.022
O -2.099 5.741 5.093 0.382 0.842 0.544 -0.605
H -3.781 4.566 5.275 0.084 -0.234 0.015 0.249
H -3.634 5.513 3.828 0.270 -0.274 -0.290 0.424
H -1.602 3.912 3.136 -0.156 0.678 0.087 -0.371
H -3.118 3.113 3.336 -0.007 -0.282 0.233 0.130
H -2.284 2.431 5.401 0.248 0.091 -0.228 0.193
H -1.712 5.290 5.848 0.140 -0.094 -0.053 0.333
C 5.470 2.133 -1.952 0.914 0.827 0.275 0.054
C 4.239 2.936 -2.309 -0.526 -1.079 -0.888 -0.123
O 4.365 3.715 -3.503 0.053 0.282 0.343 -0.636
O 5.747 1.140 -2.926 -0.502 0.243 0.289 -0.537
H 5.378 1.736 -0.932 -0.367 -0.259 -0.163 -0.034
H 6.321 2.824 -1.876 0.030 0.081 -0.144 0.354
H 3.891 3.582 -1.502 0.391 0.228 -0.139 0.242
H 3.443 2.190 -2.450 -0.087 0.108 -0.040 0.058
H 4.576 3.173 -4.275 0.023 -0.259 0.518 0.371
H 6.400 0.518 -2.555 -0.092 0.158 -0.321 0.323
C -1.300 2.504 -2.172 0.487 1.055 -0.331 1.467
C -0.545 3.184 -3.380 -0.469 -1.505 0.645 -0.489
O -0.615 4.587 -3.291 -0.138 0.109 0.286 -0.540
O -2.709 2.492 -2.307 -0.278 -0.385 -0.265 -0.535
H -1.043 2.987 -1.221 0.233 0.271 -0.262 -0.222
H -0.993 1.469 -2.016 0.026 -0.024 -0.499 -0.823
H -1.005 2.834 -4.316 -0.150 -0.038 0.155 0.394
H 0.488 2.809 -3.406 0.024 0.213 0.261 0.246
H -0.115 4.954 -4.024 0.017 0.102 0.020 0.319
H -3.063 3.381 -2.394 0.278 0.199 0.039 0.335
C 2.348 -1.809 2.247 -0.216 -0.642 -0.572 -0.387
C 1.835 -3.188 1.779 0.605 0.007 0.965 -0.769
O 0.441 -3.228 1.567 -0.376 0.198 -0.514 -0.448
O 2.447 -0.869 1.175 0.303 -0.566 0.235 -0.085
H 3.351 -1.980 2.645 0.025 0.306 -0.032 0.460
H 1.717 -1.401 3.050 0.008 -0.153 -0.045 0.297
H 2.100 -3.967 2.513 0.067 0.316 0.148 0.470
H 2.375 -3.501 0.880 -0.396 0.275 -0.214 0.203
H -0.004 -3.026 2.399 0.133 -0.063 -0.089 0.304
H 1.604 -0.806 0.678 0.136 0.276 0.519 0.310
C -4.230 -2.159 1.722 -0.597 -0.820 1.159 0.185
C -5.753 -2.325 1.559 0.514 1.281 -1.922 -0.581
O -6.194 -3.601 1.914 0.246 -0.529 0.897 -0.520
O -3.961 -1.829 3.095 0.086 -0.156 -0.077 -0.472
H -3.760 -1.402 1.093 -0.441 0.177 0.075 -0.190
H -3.720 -3.105 1.528 -0.147 -0.152 -0.421 0.318
H -6.017 -2.183 0.502 0.221 0.200 -0.124 0.381
H -6.247 -1.492 2.082 0.057 -0.314 0.314 0.272
H -7.131 -3.667 1.717 -0.058 -0.032 0.039 0.324
H -4.417 -2.507 3.616 0.220 0.159 -0.037 0.295
C 4.500 -4.785 -5.092 0.940 0.351 0.304 -0.763
C 4.468 -3.499 -4.202 -0.037 -1.219 -0.426 0.110
O 3.581 -2.529 -4.682 -0.446 0.171 -0.252 -0.538
O 3.305 -5.531 -5.159 -0.380 0.143 0.212 -0.540
H 5.277 -5.449 -4.704 -0.124 -0.065 0.235 0.355
H 4.807 -4.595 -6.126 0.102 0.617 0.127 0.380
H 5.493 -3.120 -4.188 -0.112 0.293 -0.113 0.351
H 4.203 -3.740 -3.162 0.120 -0.319 -0.122 0.058
H 2.683 -2.861 -4.480 0.278 0.138 0.026 0.255
H 2.721 -5.036 -5.743 -0.276 -0.113 0.209 0.291
```
Positions in Å, forces in eV/Å.

Charge ... 0
F_max ... 2.4 eV Å⁻¹


(2)
Molecular formula: C14H16O
Method: DFT, ωB97M-V/def2-TZVPD

```
31
Properties=species:S:1:pos:R:3:forces:R:3:nbo_charge:R:1
C 1.447 -1.205 2.475 0.048 -0.410 0.129 -0.627
C 0.222 -0.367 2.785 1.408 -1.093 0.092 -0.033
C 0.368 0.859 3.402 -0.699 0.632 -0.520 -0.200
C -0.780 1.605 3.623 -0.247 0.184 0.465 -0.245
C -2.026 1.079 3.342 -0.294 0.070 0.272 0.262
O -3.154 1.878 3.441 -0.193 -0.092 -0.215 -0.708
C -2.167 -0.230 2.914 0.225 -0.225 -0.401 -0.236
C -1.026 -0.941 2.569 -0.086 0.455 0.551 -0.204
H 1.370 -2.191 2.944 -0.077 0.082 0.093 0.214
H 2.397 -0.786 2.817 -0.245 0.235 -0.041 0.214
H 1.537 -1.421 1.415 0.011 0.167 -0.291 0.217
H 1.333 1.309 3.598 0.066 -0.263 0.067 0.214
H -0.771 2.578 4.095 0.257 0.197 -0.181 0.216
H -3.428 2.040 4.345 0.186 -0.048 0.255 0.481
H -3.149 -0.673 2.864 -0.143 0.063 -0.242 0.222
H -1.057 -1.965 2.216 -0.213 0.054 -0.076 0.214
C 0.104 1.194 -1.550 -0.080 0.798 -0.760 -0.633
C 0.522 0.520 -2.845 -0.212 -1.089 1.320 -0.002
C 1.655 -0.301 -2.772 -0.254 0.151 -0.916 -0.214
C 1.929 -1.231 -3.777 0.336 0.351 1.076 -0.209
C 1.050 -1.386 -4.829 -0.307 -0.006 -0.607 -0.228
C -0.097 -0.604 -4.884 0.075 0.321 0.147 -0.199
C -0.385 0.313 -3.877 0.225 -0.225 0.012 -0.222
H 0.980 1.460 -0.959 -0.099 -0.238 0.225 0.215
H -0.564 0.513 -1.032 0.128 -0.081 0.406 0.224
H -0.463 2.123 -1.689 0.095 -0.165 -0.200 0.215
H 2.297 -0.278 -1.901 0.043 0.211 -0.013 0.205
H 2.828 -1.808 -3.591 -0.149 -0.320 -0.585 0.213
H 1.160 -2.119 -5.625 0.400 0.048 0.234 0.214
H -0.761 -0.714 -5.728 -0.225 -0.119 0.054 0.210
H -1.371 0.749 -3.785 0.022 0.356 -0.350 0.210
```
Positions in Å, forces in eV/Å.

Charge ... 0
F_max ... 1.8 eV Å⁻¹
SMILES ... Cc1ccc(O)cc1.Cc1ccccc1


The records above yield HOMO energy values of -9.14 -8.81 eV, respectively.